A 2-piece molecular cluster, C15H17BrClN3O4 overall in a non-equilibrium geometry. Source: OMol25; level of theory: the ωB97M-V functional and the def2-TZVPD basis.

Structure (XYZ):
```
41
Properties=species:S:1:pos:R:3:forces:R:3
O 0.903329 -0.238350 1.962816 3.4 2.7 -4.0
C 1.720319 0.455705 1.205427 -8.2 -4.9 -0.4
N 1.610651 0.695547 -0.169052 -6.6 -6.7 2.2
N 0.364966 0.128878 -0.807142 2.0 1.7 1.0
C -0.856516 0.604068 -0.762490 -1.8 8.9 9.2
O -1.050504 1.769661 -0.009772 1.2 -5.4 -4.3
C -2.066085 -0.196895 -1.102287 2.8 -1.4 -7.6
O -1.629818 -1.012980 -2.058643 -1.6 0.9 3.5
N -3.314607 0.283259 -1.207839 1.7 -0.3 1.3
C -3.770317 1.244633 -0.269227 -2.6 6.0 1.0
H -3.071357 2.126102 0.135198 -0.7 -3.0 -1.1
C -4.686087 0.745956 0.792542 1.9 -2.9 5.7
C -5.656008 -0.444844 0.239712 -7.9 13.9 10.6
C -5.046143 -1.211105 -0.549885 3.7 -10.8 -9.3
C -4.290012 -0.615548 -1.821241 3.6 -0.8 11.6
H -3.852456 -1.356679 -2.212565 3.2 -5.1 -3.7
H -4.914520 -0.140723 -2.244130 -7.9 6.4 -6.6
H -5.882325 -1.972774 -0.952660 2.0 1.0 0.3
H -4.287315 -1.842048 -0.091737 0.1 -0.2 0.4
H -6.223612 -0.713357 1.292703 1.3 -0.3 -3.0
H -6.459674 0.330245 -0.282967 1.3 -2.3 0.8
H -5.128595 1.530698 1.673008 0.8 -1.8 -3.3
H -3.894321 0.184553 1.563672 -1.9 0.8 -1.5
H -4.554705 1.948840 -0.691458 0.9 -0.7 -1.3
H 0.292679 -0.593377 -1.447118 1.8 -2.6 -1.5
H 2.044182 1.377505 -0.608866 2.3 4.0 -2.6
C 2.749229 1.081216 1.780596 5.3 9.5 5.9
O 3.839841 1.592399 0.844126 -1.4 -5.7 2.5
C 4.486025 0.314082 0.672997 4.7 3.0 -5.0
C 4.399746 -0.987190 1.085745 -4.2 5.2 1.5
C 5.234670 -1.854392 0.579453 2.4 -8.9 1.2
C 6.255897 -1.721291 -0.341582 0.6 0.9 1.1
C 6.531677 -0.370060 -0.671289 2.7 -3.2 -2.5
C 5.617451 0.465584 -0.321880 -4.6 5.3 3.2
Br 5.845568 2.293852 -0.931991 0.1 -0.3 -0.1
H 7.364625 0.006970 -1.318082 -0.8 -0.9 0.7
Cl 7.383742 -2.956854 -0.862610 -0.8 0.3 0.4
H 5.058619 -2.948394 1.254767 0.9 2.8 -2.8
H 3.518961 -1.137075 1.679741 0.2 -1.3 0.7
H 2.265591 2.406455 2.092770 1.0 -4.2 -0.7
H 3.147226 0.727739 2.881222 -1.0 0.6 -3.2
```
Positions in Å, forces in eV/Å.

## Properties
Strongest force on any atom (eV/Å): 19.2
DFT total energy (eV): -111042.04610